# C14H19BrN2O3

C14H19BrN2O3 in the gas phase (ωB97M-V/def2-TZVPD, the Open Molecules 2025 dataset).

The geometry in XYZ format:
```
39
C14H19BrN2O3 (ωB97M-V/def2-TZVPD)
C -2.998 -2.443 -0.814
H -3.058 -3.528 -0.780
H -4.004 -2.048 -0.935
C -2.366 -1.916 0.469
H -1.321 -2.231 0.511
H -2.879 -2.357 1.327
C -2.440 -0.393 0.612
C -1.903 0.044 1.974
H -2.492 -0.407 2.769
H -1.960 1.125 2.083
H -0.868 -0.267 2.103
H -3.484 -0.076 0.529
C -1.678 0.316 -0.529
N -0.278 -0.027 -0.551
C 0.271 -0.576 -1.667
O -0.370 -0.930 -2.634
N 1.647 -0.722 -1.659
C 2.572 -0.571 -0.636
C 3.867 -0.166 -0.966
C 4.813 -0.022 0.029
C 4.516 -0.271 1.358
C 3.239 -0.697 1.677
C 2.274 -0.856 0.698
H 1.303 -1.241 0.962
H 2.996 -0.922 2.704
H 5.268 -0.148 2.120
Br 6.572 0.539 -0.447
H 4.123 0.033 -1.996
H 2.021 -0.927 -2.576
H 0.321 0.485 0.076
C -1.906 1.817 -0.441
O -2.988 2.336 -0.390
O -0.754 2.501 -0.417
C -0.871 3.917 -0.358
H -1.396 4.289 -1.239
H -1.427 4.214 0.533
H 0.144 4.305 -0.325
H -2.099 -0.013 -1.488
H -2.406 -2.169 -1.684
```

Total charge   0
Molecular weight   343.2 g mol⁻¹
Max |F|   0.6 eV/A
LUMO level   0.0214 hartree
SMILES   CC[C@@H](C)[C@H](NC(=O)Nc1cccc(Br)c1)C(=O)OC

***

# C14H19BrN2O5S2

C14H19BrN2O5S2 in the gas phase (ωB97M-V/def2-TZVPD, the Open Molecules 2025 dataset).

The geometry in XYZ format:
```
43
C14H19BrN2O5S2 (ωB97M-V/def2-TZVPD)
C 1.373 2.349 0.603
C 2.044 1.777 -0.637
H 1.457 1.995 -1.534
H 3.057 2.167 -0.755
O 2.199 0.358 -0.517
C 1.207 -0.408 -0.934
O 0.213 0.003 -1.487
C 1.430 -1.891 -0.661
H 1.487 -2.374 -1.643
C 2.691 -2.211 0.147
C 2.558 -1.761 1.602
H 2.544 -0.673 1.650
C 1.269 -2.300 2.219
N 0.132 -1.897 1.409
C -0.642 -0.877 1.839
O -0.510 -0.383 2.943
C -1.747 -0.382 0.910
N -2.074 0.979 1.270
S -3.435 1.549 0.504
O -3.764 2.817 1.072
O -4.445 0.536 0.401
C -2.743 1.778 -1.108
C -2.972 1.044 -2.231
C -2.143 1.419 -3.307
C -1.298 2.425 -2.950
S -1.508 2.945 -1.312
Br 0.000 3.217 -4.030
H -2.159 0.964 -4.280
H -3.712 0.266 -2.268
H -2.059 1.121 2.273
H -1.440 -0.363 -0.136
H -2.624 -1.040 1.011
C 0.191 -2.441 0.074
H -0.714 -2.217 -0.487
H 0.283 -3.529 0.158
H 1.123 -1.901 3.223
H 1.291 -3.394 2.263
H 3.414 -2.116 2.177
H 3.557 -1.734 -0.311
H 2.845 -3.293 0.118
H 0.387 1.910 0.745
H 1.264 3.424 0.492
H 1.973 2.143 1.486
```

Total charge   0
Molecular weight   439.4 g mol⁻¹
Max |F|   0.8 eV/A
LUMO level   0.0145 hartree
SMILES   CCOC(=O)[C@H]1CCCN(C(=O)CNS(=O)(=O)c2ccc(Br)s2)C1

***

# C14H19Cl3GeN3O3Pt

A molecular structure, C14H19Cl3GeN3O3Pt at a distorted geometry (ωB97M-V/def2-TZVPD, the Open Molecules 2025 dataset).

The geometry in XYZ format:
```
44
C14H19Cl3GeN3O3Pt (ωB97M-V/def2-TZVPD)
Pt 0.091 0.352 0.857
C 4.638 1.308 -0.293
C 3.213 1.186 0.171
N 2.563 0.082 0.121
O 3.304 -0.986 -0.395
C 2.537 2.357 0.707
C 3.255 3.655 0.911
N 1.267 2.257 1.020
O 0.635 3.294 1.416
H 4.879 0.528 -1.009
H 5.316 1.204 0.559
H 4.811 2.288 -0.737
H 2.834 -1.778 -0.075
H 4.290 3.498 1.219
H 2.722 4.208 1.686
H 3.265 4.293 0.018
C -0.671 -1.282 3.175
C 0.184 -0.100 2.732
O 0.941 0.453 3.487
H -0.752 -1.278 4.265
H -0.164 -2.197 2.859
H -1.634 -1.261 2.677
C -4.226 -0.923 0.740
C -3.633 -0.542 -0.583
C -4.429 -0.334 -1.693
C -3.879 -0.010 -2.929
C -2.502 0.129 -3.033
C -1.666 -0.037 -1.940
C -0.189 0.162 -2.101
C -2.217 -0.403 -0.678
N -1.494 -0.684 0.430
H -5.306 -1.060 0.657
H -4.023 -0.163 1.499
H -3.765 -1.844 1.103
H -5.505 -0.447 -1.592
H -4.514 0.136 -3.795
H -2.058 0.392 -3.988
H 0.032 0.610 -3.071
H 0.370 -0.772 -2.021
H 0.231 0.845 -1.343
Cl 0.329 -4.722 -2.258
Ge -0.031 -3.461 -0.316
Cl 2.095 -3.846 0.668
Cl -1.144 -5.108 0.872
```

Total charge   -2
Molecular weight   651.4 g mol⁻¹
Max |F|   1.4 eV/A
LUMO level (alpha / beta)   0.1747 / 0.1746 hartree
2S+1   2

***

# C14H19ClN2O3Sn

A molecular structure, C14H19ClN2O3Sn at a distorted geometry (ωB97M-V/def2-TZVPD, the Open Molecules 2025 dataset).

The geometry in XYZ format:
```
40
C14H19ClN2O3Sn (ωB97M-V/def2-TZVPD)
Cl -2.213 3.390 -1.978
C -0.864 -2.009 -1.129
C 0.579 -2.183 -0.946
C 1.252 -1.258 -1.826
H 1.055 -2.939 -0.334
C 0.242 -0.464 -2.508
C -1.071 -0.938 -2.076
H -2.002 -0.446 -2.380
H -1.640 -2.602 -0.669
H 2.324 -1.031 -1.880
C 0.483 0.750 -3.366
Sn -0.035 0.052 -0.066
C 1.992 1.150 0.967
O 2.800 1.697 1.535
C -1.825 1.898 0.328
O -2.663 2.272 1.065
H 1.432 1.289 -3.150
H -0.308 1.539 -3.306
H 0.566 0.422 -4.424
C -2.953 -0.396 3.413
N -1.557 -0.492 3.846
C -1.383 -0.299 5.271
C 0.039 -0.696 5.614
C 1.023 -0.113 4.607
N 0.673 -0.720 3.326
C 1.752 -1.446 2.647
C -0.620 -0.848 2.956
O -0.951 -1.202 1.772
H -2.961 -0.551 2.353
H -3.359 0.583 3.663
H -3.562 -1.145 3.921
H -1.538 0.770 5.512
H -2.148 -0.905 5.779
H 0.103 -1.799 5.639
H 0.262 -0.338 6.633
H 2.045 -0.397 4.850
H 0.934 0.989 4.584
H 2.602 -0.780 2.458
H 2.116 -2.287 3.278
H 1.407 -1.808 1.686
```

Total charge   +2
Molecular weight   417.5 g mol⁻¹
Max |F|   7.3 eV/A
LUMO level (alpha / beta)   -0.3602 / -0.3888 hartree

***

# C14H19ClN3O2PRu

A molecular structure, C14H19ClN3O2PRu at a distorted geometry (ωB97M-V/def2-TZVPD, the Open Molecules 2025 dataset).

The geometry in XYZ format:
```
41
C14H19ClN3O2PRu (ωB97M-V/def2-TZVPD)
Cl -0.982 -0.199 -4.716
C -1.291 2.663 -1.551
C -1.713 2.034 -0.321
C -2.723 1.031 -0.670
H -1.391 2.291 0.683
C -2.937 1.115 -2.104
C -2.066 2.127 -2.620
H -1.950 2.354 -3.674
H -0.541 3.457 -1.619
H -3.269 0.408 0.023
C -3.984 0.375 -2.846
Ru -0.909 0.378 -1.466
C -1.210 -1.484 -1.693
O -1.350 -2.624 -1.813
C 0.851 0.469 -2.225
O 1.940 0.486 -2.624
H -4.181 -0.596 -2.378
H -3.644 0.196 -3.873
H -4.925 0.944 -2.862
C 2.071 -2.161 2.491
N 2.408 -1.826 1.092
C 3.165 -0.557 1.038
N 2.472 0.556 1.727
C 2.147 0.152 3.115
N 1.330 -1.077 3.164
C 0.005 -0.869 2.567
P 0.068 -0.373 0.711
C 1.230 -1.792 0.240
C 1.304 1.020 1.002
H 3.023 -2.325 3.024
H 1.456 -3.074 2.499
H 3.315 -0.284 -0.017
H 4.130 -0.722 1.546
H 1.595 0.969 3.606
H 3.105 -0.038 3.633
H -0.585 -1.800 2.658
H -0.523 -0.070 3.122
H 1.527 -1.658 -0.806
H 0.661 -2.725 0.346
H 0.777 1.803 1.568
H 1.593 1.426 0.024
```

Total charge   +2
Molecular weight   428.8 g mol⁻¹
Max |F|   3.3 eV/A
LUMO level (alpha / beta)   -0.2137 / -0.4206 hartree
2S+1   5

***

# C14H19ClO7

3 unconnected molecules or ions with the total composition C14H19ClO7 (ωB97M-V/def2-TZVPD, the Open Molecules 2025 dataset).

The geometry in XYZ format:
```
41
C14H19ClO7 (ωB97M-V/def2-TZVPD)
O 2.513 -3.927 0.145
C 2.127 -2.789 0.217
C 0.761 -2.364 -0.213
C 0.626 -1.181 -0.810
C -0.687 -0.591 -1.259
C -1.294 0.108 -0.049
O -2.045 -0.403 0.722
O -0.925 1.417 0.109
C 1.869 -0.355 -0.998
O 2.026 0.374 -1.949
C 2.890 -0.484 0.087
C 3.684 0.740 0.446
C 4.716 1.070 -0.620
O 5.468 0.307 -1.116
Cl 4.743 2.797 -1.056
C 3.006 -1.670 0.671
H -0.080 -3.027 -0.040
H -1.388 -1.353 -1.593
H -0.538 0.151 -2.043
H 0.024 1.538 -0.024
H 3.024 1.598 0.579
H 4.206 0.570 1.391
H 3.700 -1.848 1.486
C -4.541 2.087 -3.721
C -3.626 1.206 -2.895
O -2.431 0.857 -3.594
H -4.803 1.591 -4.655
H -5.458 2.315 -3.176
H -4.050 3.031 -3.967
H -4.114 0.260 -2.660
H -3.377 1.699 -1.948
H -1.967 1.673 -3.812
C -1.253 -0.896 4.371
C 0.116 -0.269 4.202
O 0.812 -0.795 3.072
H -1.163 -1.977 4.477
H -1.753 -0.499 5.256
H -1.880 -0.691 3.501
H 0.752 -0.483 5.061
H 0.030 0.819 4.112
H 0.280 -0.604 2.291
```

Total charge   0
Molecular weight   334.8 g mol⁻¹
Max |F|   0.6 eV/A
LUMO level   -0.0525 hartree
SMILES   O=C1C=C(CC(=O)O)C(=O)C(CC(=O)Cl)=C1.CCO.CCO

***

# C14H19F2N3OS2

C14H19F2N3OS2 in the gas phase (ωB97M-V/def2-TZVPD, the Open Molecules 2025 dataset).

The geometry in XYZ format:
```
41
C14H19F2N3OS2 (ωB97M-V/def2-TZVPD)
O 4.072 0.937 -0.434
C 3.186 2.029 -0.547
H 2.352 1.782 -1.220
C 2.650 2.401 0.847
N 1.724 1.484 1.467
C 0.464 1.318 0.777
C -0.516 0.604 1.710
N 0.033 -0.666 2.143
C -0.702 -1.777 2.336
S -0.296 -2.964 3.413
N -1.882 -1.924 1.632
C -2.089 -1.709 0.275
C -3.395 -1.746 -0.220
C -3.642 -1.518 -1.557
C -2.587 -1.261 -2.423
C -1.281 -1.276 -1.953
C -1.035 -1.492 -0.613
H -0.019 -1.531 -0.253
H -0.455 -1.135 -2.633
S -2.937 -0.981 -4.147
C -1.900 0.508 -4.385
F -0.650 0.198 -4.788
F -2.427 1.290 -5.336
H -1.829 1.074 -3.445
H -4.651 -1.538 -1.939
H -4.213 -1.949 0.454
H -2.511 -2.589 2.063
C 1.325 -0.515 2.777
C 2.277 0.189 1.814
H 3.241 0.338 2.300
H 2.438 -0.444 0.927
H 1.704 -1.502 3.043
H 1.220 0.083 3.690
H -1.476 0.462 1.218
H -0.661 1.233 2.598
H 0.063 2.303 0.527
H 0.563 0.735 -0.155
H 2.152 3.372 0.769
H 3.507 2.501 1.517
H 3.705 2.906 -0.957
H 4.478 0.765 -1.290
```

Total charge   0
Molecular weight   347.5 g mol⁻¹
Max |F|   1.0 eV/A
LUMO level   0.0160 hartree
SMILES   OCCN1CCN(C(=S)Nc2ccc(SC(F)F)cc2)CC1

***

# C14H19F3N6O5

3 unconnected molecules or ions with the total composition C14H19F3N6O5 at a distorted geometry (ωB97M-V/def2-TZVPD, the Open Molecules 2025 dataset).

The geometry in XYZ format:
```
47
C14H19F3N6O5 (ωB97M-V/def2-TZVPD)
N -3.146 -1.043 -2.634
C -2.397 -0.459 -1.881
C -1.418 0.041 -0.674
C -0.610 1.326 -1.313
N -1.158 1.600 -2.701
C -2.314 0.447 0.609
C -3.165 1.800 0.448
O -4.206 1.761 -0.570
C -5.269 0.857 -0.175
O -5.990 1.008 0.850
C -0.300 -1.089 -0.369
C 0.454 -1.614 -1.717
N 0.835 -1.703 -2.872
N 0.683 -0.454 0.605
C 1.922 -0.595 0.137
O 3.012 -0.234 -0.386
C -0.850 -2.414 0.365
F -1.900 -3.091 -0.317
F 0.268 -3.349 0.387
F -1.170 -2.209 1.763
H 0.511 1.110 -1.466
H -0.664 2.256 -0.628
H -1.280 2.611 -2.859
H -0.517 1.177 -3.400
H -1.637 0.590 1.547
H -3.046 -0.420 0.847
H -2.551 2.751 0.270
H -3.710 1.963 1.466
H -5.390 -0.074 -0.865
O 5.757 -2.507 -4.804
C 5.531 -1.727 -3.892
N 4.258 -1.360 -3.582
C 6.616 -1.117 -3.048
H 4.025 -0.722 -2.840
H 3.512 -1.757 -4.135
H 7.289 -0.547 -3.692
H 7.172 -1.914 -2.552
H 6.210 -0.447 -2.287
O -0.446 0.574 3.416
C -0.592 0.794 4.610
N -1.070 -0.167 5.444
C -0.262 2.115 5.246
H -1.207 -0.032 6.432
H -1.299 -1.063 5.039
H -0.869 2.895 4.782
H 0.796 2.332 5.089
H -0.462 2.110 6.320
```

Total charge   0
Molecular weight   408.3 g mol⁻¹
Max |F|   8.1 eV/A
LUMO level   -0.0338 hartree
SMILES   N#C[C@@](CN)(CCOC=O)[C@@](C#N)(N=C=O)C(F)(F)F.CC(N)=O.CC(N)=O